(1)
Formula: C13H8AuF6N2PS
Source: the OMol25 dataset
Level of theory: ωB97M-V with the def2-TZVPD basis set

Summary:
E_HOMO (spin up / spin down), eV: -16.2782 / -16.2334
Total charge: +2
Multiplicity: 3
Energy, hartree: -2083.56794

Last column: Mulliken spin population.
Positions of all 32 atoms, in Å:
Au1 0.61491 -0.14146 -1.90660  0.851
C1 0.85949 -3.33669 1.01898  0.027
C2 1.03549 -2.65771 -0.17642  -0.009
N1 1.02481 -1.33609 -0.21633  0.330
C3 0.80787 -0.58139 0.89862  0.022
C4 0.62866 -1.18131 2.13009  0.015
C5 0.63952 -2.59370 2.17001  -0.014
C6 0.31231 -0.34335 3.23291  0.001
C7 0.05327 0.97017 3.10149  0.002
C8 0.17795 1.58387 1.82958  0.011
C9 -0.11689 2.95470 1.56227  -0.011
C10 -0.00055 3.48867 0.30862  0.029
C11 0.42089 2.66289 -0.71801  -0.012
N2 0.72078 1.40358 -0.45684  0.367
C12 0.60974 0.83147 0.75793  0.025
H1 0.87643 -4.41296 1.00697  0.002
H2 1.18919 -3.14385 -1.13691  0.012
H3 0.39723 -3.09420 3.10879  0.001
H4 0.17294 -0.83841 4.21070  0.001
H5 -0.23488 1.59006 3.94430  0.001
H6 -0.47074 3.58982 2.36280  0.001
H7 -0.25493 4.50842 0.08326  0.003
H8 0.53576 2.99992 -1.72555  0.014
F1 -1.27285 -0.23770 -1.01335  0.113
P1 -2.29695 -0.42999 -2.61444  -0.004
F2 -3.12452 -1.48479 -1.82683  0.002
F3 -3.12413 0.79629 -2.13744  0.001
F4 -3.03907 -0.62152 -3.96191  0.001
F5 -1.11057 -1.56399 -2.93391  0.027
F6 -1.14586 0.63928 -3.24326  0.035
S1 3.01125 0.04707 -4.40334  0.006
C13 2.10344 -0.06710 -3.25623  0.152

Cartesian forces, eV/Å:
Au 0.1 -0.3 -1.0
C -0.1 0.4 0.7
C 0.3 0.4 -0.8
N 0.1 0.1 0.9
C 0.1 0.2 -0.7
C 0.0 -0.4 -0.2
C -0.1 -0.5 0.0
C -0.6 -0.7 1.6
C 0.1 0.2 0.4
C 0.0 1.4 -0.2
C -0.1 -0.3 0.5
C -0.1 0.0 0.2
C 0.3 -0.6 0.1
N 0.2 0.3 -0.2
C 0.1 -0.5 -0.1
H -0.1 -0.1 0.1
H -0.1 -0.2 0.2
H 0.2 0.1 -0.2
H 0.2 0.4 -0.6
H 0.0 -0.2 0.0
H 0.0 -0.1 0.1
H 0.0 0.2 0.1
H 0.0 0.2 -0.5
F -0.7 0.1 -0.5
P -0.7 -0.5 -0.6
F 0.3 0.1 0.2
F 0.2 0.0 0.3
F 0.7 0.1 0.1
F -0.4 0.2 0.1
F -0.3 0.0 0.2
S 0.8 0.0 -0.9
C -0.5 0.0 0.8


(2)
Formula: C13H8Cl2N2O2
Source: the OMol25 dataset
Level of theory: ωB97M-V with the def2-TZVPD basis set

Summary:
E_HOMO, eV: -6.4625
Relative energy (zero: lowest compared OMol25 entry of this formula, charge and spin), kJ/mol: 414.68
Total charge: 0
Energy, hartree: -1680.43854

Last column: natural (NBO) charge in e.
Positions of all 27 atoms, in Å:
C1 0.75682 -0.20411 -0.73560  -0.112
C2 1.71477 0.32965 -1.67897  0.247
N1 2.36842 0.75275 -2.54621  -0.248
N2 -0.61887 0.24736 -1.30048  -0.254
C3 -1.58646 -0.67340 -1.50302  0.125
C4 -2.87091 -0.28704 -1.84662  -0.227
C5 -3.19694 1.05412 -2.00461  -0.093
C6 -2.16255 1.97825 -1.86955  -0.226
C7 -0.87142 1.55628 -1.55755  0.106
H1 0.74376 -1.30032 -0.80963  0.264
H2 -1.28696 -1.70641 -1.32513  0.247
H3 -3.60408 -1.06883 -1.96414  0.250
H4 -4.21097 1.36760 -2.23258  0.246
H5 -2.34195 3.04115 -2.00736  0.250
H6 -0.02698 2.25314 -1.52486  0.256
Cl1 4.37600 -1.53370 2.58314  0.041
C8 2.75965 -1.09983 2.27463  -0.183
C9 1.75860 -1.52605 3.06661  -0.145
C10 0.36050 -1.09843 2.87564  0.391
O1 -0.47909 -1.32737 3.76328  -0.665
C11 0.04661 -0.37229 1.66073  -0.403
Cl2 -1.59236 0.01233 1.50654  -0.036
C12 1.04400 0.17081 0.71806  -0.339
C13 2.51651 -0.16221 1.11964  0.555
O2 3.43381 0.44708 0.59892  -0.510
H7 1.98513 -2.13238 3.93599  0.236
H8 0.98495 1.28186 0.80314  0.228

Cartesian forces, eV/Å:
C -0.5 -0.4 -0.8
C 1.7 1.0 -2.4
N -1.2 -0.7 1.7
N 0.2 0.2 0.0
C 0.3 0.3 0.4
C 0.2 -0.3 -0.1
C 0.7 -0.2 0.2
C 0.4 0.0 0.0
C -0.2 -0.1 0.2
H -0.1 0.3 0.0
H -0.3 0.3 0.0
H -0.1 0.0 0.0
H 0.2 -0.1 0.0
H 0.1 -0.2 0.0
H -0.3 -0.4 0.2
Cl 0.7 -0.1 0.0
C -1.3 0.2 -0.4
C 0.8 0.4 -0.5
C -1.3 1.4 -1.5
O 0.3 -0.4 0.0
C 1.7 -2.4 2.0
Cl -1.4 0.8 -0.1
C -0.7 0.9 1.1
C 0.7 0.5 0.3
O -0.9 -0.7 0.1
H -0.1 0.0 0.0
H 0.4 -0.2 -0.4


(3)
Formula: C13H9AsCaClNO14S
Source: the OMol25 dataset
Level of theory: ωB97M-V with the def2-TZVPD basis set

Summary:
E_HOMO, eV: -3.5552
Relative energy (zero: lowest compared OMol25 entry of this formula, charge and spin), kJ/mol: 82.99
Total charge: -2
Energy, hartree: -5380.67587

Last column: natural (NBO) charge in e.
Positions of all 41 atoms, in Å:
Ca1 1.25934 0.68951 -2.20301  1.822
O1 3.67703 3.63223 -2.88606  -0.835
Cl1 3.34317 2.45525 -3.63163  2.543
O2 4.04103 2.44754 -4.88784  -0.848
O3 3.67236 1.26273 -2.86528  -0.898
O4 1.90780 2.40798 -3.85870  -0.920
O5 -3.50967 1.25335 -1.09701  -1.055
As1 -1.90451 0.49591 -0.80277  2.437
O6 -1.42954 0.76355 0.73531  -1.166
O7 -0.99717 1.08405 -2.06613  -1.295
C1 -2.39365 -1.35848 -1.05967  -0.500
C2 -3.70319 -1.74837 -0.79722  -0.173
C3 -4.08524 -3.07939 -0.87192  -0.274
C4 -3.13189 -4.03631 -1.20430  -0.208
C5 -1.82618 -3.66226 -1.45661  -0.295
C6 -1.43460 -2.32012 -1.39476  0.433
S1 0.54444 -2.50213 -3.26515  1.711
O8 -0.64034 -2.58618 -4.10299  -0.977
O9 -0.15201 -1.97291 -1.62533  -0.775
O10 1.33132 -1.26775 -3.49334  -1.080
H1 -3.34974 1.81563 -1.86653  0.485
H2 -4.42895 -0.98658 -0.54287  0.223
H3 -5.11082 -3.36576 -0.67253  0.192
H4 -3.40810 -5.08329 -1.26537  0.191
H5 -1.07774 -4.40151 -1.71429  0.208
O11 2.14138 -0.18499 -0.13675  -0.796
C7 1.83788 0.90372 0.41873  0.755
O12 1.63822 1.98070 -0.18843  -0.772
C8 1.66855 0.89884 1.92166  -0.115
C9 1.87947 -0.26876 2.63760  -0.131
C10 1.71222 -0.29236 4.01793  -0.235
C11 1.33141 0.85496 4.68853  -0.224
C12 1.12307 2.01357 3.95292  0.060
C13 1.27668 2.05426 2.57904  -0.154
N1 0.73014 3.23004 4.66947  0.525
O13 0.64390 4.26741 4.04428  -0.379
O14 0.51670 3.14659 5.87104  -0.426
H6 2.16091 -1.15375 2.08247  0.241
H7 1.87070 -1.20923 4.57148  0.202
H8 1.18864 0.87188 5.75868  0.229
H9 1.08698 2.95042 2.00733  0.273

Cartesian forces, eV/Å:
Ca -0.1 -0.1 0.2
O 0.0 -0.1 -0.1
Cl 0.8 0.3 -0.1
O -0.2 -0.1 0.1
O -0.1 -0.1 0.0
O -0.6 0.0 -0.1
O 0.2 0.1 0.0
As -0.2 -0.1 0.2
O 0.0 0.0 0.0
O 0.4 -0.1 -0.2
C 0.1 0.0 0.0
C 0.0 0.0 0.0
C 0.1 0.0 0.0
C -0.1 0.0 0.0
C 0.1 0.0 0.0
C -0.1 -0.1 0.1
S 0.1 0.1 0.2
O 0.0 0.0 -0.1
O -0.1 0.2 -0.4
O -0.1 0.0 0.1
H -0.1 0.0 0.0
H 0.0 0.0 0.0
H 0.0 0.0 0.0
H 0.0 0.0 0.0
H 0.0 0.0 0.0
O -0.1 0.0 0.0
C 0.0 0.1 -0.1
O 0.0 -0.1 0.0
C 0.0 -0.1 0.0
C 0.0 0.0 0.0
C 0.0 0.0 0.0
C 0.0 0.0 0.1
C 0.1 -0.2 -0.1
C 0.0 0.1 0.0
N 0.0 0.1 0.0
O 0.0 0.0 0.0
O 0.0 0.0 0.0
H 0.0 0.0 0.0
H 0.0 0.0 0.0
H 0.0 0.0 0.0
H 0.0 0.0 0.0


(4)
Formula: C13H9BrF6N2O4RuS3
Source: the OMol25 dataset
Level of theory: ωB97M-V with the def2-TZVPD basis set

Summary:
E_HOMO (spin up / spin down), eV: -15.6542 / -15.6499
Total charge: +2
Energy, hartree: -5373.19843

Last column: natural (NBO) charge in e.
Positions of all 39 atoms, in Å:
Ru1 -0.14086 -0.44450 -0.25145  0.791
F1 -0.28741 -0.67968 -2.56754  -0.334
C1 -1.21092 -1.70347 -2.85784  0.737
F2 -1.58285 -1.58340 -4.08860  -0.240
F3 -0.57511 -2.83231 -2.64601  -0.279
S1 -2.57538 -1.46308 -1.61080  2.242
O1 -1.73078 -1.69217 -0.36723  -0.861
O2 -3.58378 -2.41113 -1.84606  -0.781
N1 -2.95633 0.02992 -1.79048  -1.165
S2 -2.54708 1.09341 -0.69638  2.168
O3 -1.06048 1.32657 -0.83028  -0.926
O4 -2.95277 0.81495 0.63855  -0.873
C2 -3.37856 2.68887 -1.20060  0.819
F4 -3.00394 3.57081 -0.29818  -0.275
F5 -2.97944 3.04352 -2.40009  -0.271
F6 -4.66950 2.48532 -1.16404  -0.259
Br1 -0.53697 3.12144 4.08807  0.200
C3 -0.62258 1.34876 3.50376  -0.111
C4 -1.01206 0.31527 4.34690  -0.119
C5 -1.06928 -0.97450 3.84338  -0.198
C6 -0.74659 -1.20643 2.52200  0.055
N2 -0.35590 -0.20276 1.72057  -0.379
C7 -0.30344 1.05275 2.18950  0.013
H1 -1.27174 0.52081 5.37688  0.270
H2 -1.37420 -1.80260 4.46709  0.270
H3 -0.80933 -2.19152 2.08096  0.235
H4 -0.01290 1.83472 1.49910  0.236
S3 1.26630 -2.04732 -0.13473  0.706
C8 2.59544 -1.11481 -0.57756  -0.222
C9 2.48673 0.29715 -0.50722  -0.192
C10 3.52152 1.08381 -0.92956  -0.171
C11 4.68887 0.46480 -1.41644  -0.033
C12 4.82715 -0.92044 -1.46069  -0.197
C13 3.78921 -1.72248 -1.03562  -0.118
H5 1.60560 0.81145 -0.07283  0.202
H6 3.46154 2.16198 -0.87991  0.265
H7 5.50400 1.09001 -1.75788  0.263
H8 5.74421 -1.36141 -1.82522  0.271
H9 3.85960 -2.80232 -1.06354  0.262

Cartesian forces, eV/Å:
Ru 1.4 0.3 -0.2
F 0.1 -0.1 0.1
C -0.2 0.2 0.0
F 0.0 0.1 0.0
F 0.0 -0.2 0.0
S 0.3 -0.1 -0.1
O -0.4 0.0 0.0
O 0.0 -0.1 0.1
N -0.2 0.2 0.2
S -0.2 -0.1 0.0
O -0.4 -0.1 0.2
O -0.1 0.0 0.1
C 0.1 -0.1 -0.3
F 0.0 0.0 0.0
F 0.0 0.0 0.0
F 0.0 0.0 0.0
Br 0.0 -0.1 0.0
C 0.0 -0.1 -0.1
C 0.0 0.1 0.0
C 0.0 0.0 -0.1
C -0.1 -0.1 0.0
N -0.3 0.1 0.1
C 0.1 0.2 0.1
H 0.0 0.0 0.0
H 0.0 0.0 0.0
H 0.0 0.0 0.0
H 0.0 0.0 0.0
S -0.3 -0.3 -0.4
C 0.5 -0.2 0.3
C -0.2 0.1 -0.1
C 0.0 0.0 0.0
C 0.0 0.0 0.0
C -0.1 0.0 0.0
C -0.1 0.0 0.0
H 0.1 -0.1 0.0
H 0.0 0.0 0.0
H 0.0 0.0 0.0
H 0.0 0.0 0.0
H 0.0 0.0 0.0


(5)
Formula: C13H9Cl6N3O2
Source: the OMol25 dataset
Level of theory: ωB97M-V with the def2-TZVPD basis set

Summary:
E_HOMO, eV: -8.5668
Relative energy (zero: lowest compared OMol25 entry of this formula, charge and spin), kJ/mol: 0.00
SMILES: COc1ccc(-c2nc(C(Cl)(Cl)Cl)nc(C(Cl)(Cl)Cl)n2)cc1OC
Total charge: 0
Energy, hartree: -3576.64801

Last column: natural (NBO) charge in e.
Positions of all 33 atoms, in Å:
Cl1 -4.95875 -1.14356 1.14682  0.055
Cl2 -5.54963 0.09601 -1.44147  0.039
Cl3 -5.95856 1.55322 1.08619  0.057
Cl4 -2.43335 4.63340 -2.18756  0.048
Cl5 -2.87075 5.15283 0.65331  0.030
Cl6 -0.14965 4.47854 -0.30725  0.037
N1 -2.46251 0.03515 0.06627  -0.455
N2 -1.08002 1.80579 -0.42267  -0.464
N3 -3.35540 2.18608 -0.20038  -0.458
O1 3.29374 -2.78643 0.57305  -0.495
O2 3.63420 -0.12986 0.04865  -0.518
C1 -1.25351 0.51350 -0.16844  0.461
C2 -3.50153 0.87126 0.03441  0.382
C3 -2.14311 2.63213 -0.41209  0.369
C4 0.87587 -2.56149 0.34098  -0.295
C5 -0.21022 -1.73930 0.14356  -0.148
C6 1.20464 0.19493 -0.03325  -0.224
C7 2.17051 -1.99400 0.34482  0.276
C8 2.35018 -0.62348 0.14399  0.316
C9 -0.09197 -0.35464 0.00608  -0.151
C10 3.14840 -4.13788 1.03042  -0.251
C11 3.95098 1.01932 -0.75099  -0.249
C12 -4.92333 0.37421 0.22049  -0.117
C13 -1.91568 4.13418 -0.54933  -0.084
H1 0.64341 -3.62478 0.39214  0.232
H2 -1.18644 -2.21743 0.01815  0.232
H3 1.33929 1.25278 -0.23253  0.242
H4 4.13543 -4.62167 1.08682  0.207
H5 2.50088 -4.70121 0.31996  0.175
H6 2.69280 -4.13895 2.04025  0.183
H7 5.04216 1.06357 -0.92915  0.207
H8 3.53149 1.93513 -0.32911  0.179
H9 3.53044 0.84264 -1.73215  0.180

Cartesian forces, eV/Å:
Cl 0.1 0.2 -0.3
Cl 0.1 0.1 0.4
Cl 0.5 -0.3 -0.5
Cl 0.3 -0.2 0.4
Cl 0.7 -1.2 -0.8
Cl -1.1 0.1 -0.2
N -2.3 -0.9 0.4
N 0.4 1.7 -0.4
N -1.4 0.0 0.2
O -0.2 0.8 -0.3
O 0.2 -0.5 0.6
C -0.6 1.1 0.3
C 2.4 1.1 -0.5
C 1.0 -2.4 0.8
C 0.4 0.7 -0.3
C -1.0 0.0 -0.2
C 0.7 -0.8 0.1
C 0.4 -2.4 0.9
C -0.4 1.6 -1.0
C 1.2 -0.2 -0.4
C -1.0 0.2 -0.2
C -0.5 -0.7 -0.3
C -0.5 -0.4 0.2
C 0.4 1.1 0.1
H 0.6 0.3 0.2
H 0.2 0.4 0.3
H -0.1 -0.1 0.1
H -0.3 0.6 -0.2
H 0.5 0.2 0.5
H 0.1 -0.1 -0.5
H -0.6 -0.1 0.8
H 0.3 0.0 0.0
H -0.4 0.2 -0.4


(6)
Formula: C13H9ClN2O
Source: the OMol25 dataset
Level of theory: ωB97M-V with the def2-TZVPD basis set

Summary:
E_HOMO, eV: -8.8399
SMILES: Cn1c(-c2ccc(Cl)cc2)ccc(C#N)c1=O
Total charge: 0
Energy, hartree: -1145.74262

Last column: natural (NBO) charge in e.
Positions of all 26 atoms, in Å:
C1 -0.59628 -2.08983 0.09411  -0.418
N1 -1.19217 -0.77226 0.02371  -0.366
C2 -0.44476 0.35149 -0.01783  0.273
C3 -1.03680 1.58810 -0.06326  -0.322
C4 -2.43255 1.68423 -0.06911  -0.066
C5 -3.20012 0.54885 -0.02726  -0.296
C6 -4.60807 0.63737 -0.03153  0.294
N2 -5.74942 0.74606 -0.03673  -0.302
C7 -2.60248 -0.77068 0.02999  0.633
O1 -3.19466 -1.82898 0.08014  -0.600
H1 -2.90827 2.65342 -0.10591  0.234
H2 -0.42123 2.47108 -0.09655  0.235
C8 1.03451 0.24939 -0.01370  -0.091
C9 1.73818 0.36669 1.17976  -0.174
C10 3.11979 0.31198 1.18677  -0.223
C11 3.80188 0.14332 -0.00874  -0.033
C12 3.11357 0.03094 -1.20758  -0.224
C13 1.73215 0.08547 -1.20619  -0.177
H3 1.18972 0.00177 -2.13617  0.226
H4 3.65491 -0.09555 -2.13154  0.234
Cl1 5.52692 0.07598 -0.00556  0.022
H5 3.66595 0.40157 2.11219  0.234
H6 1.20028 0.50060 2.10618  0.226
H7 -0.76915 -2.51707 1.08377  0.221
H8 -1.09150 -2.73528 -0.63242  0.238
H9 0.46960 -2.03868 -0.10653  0.219

Cartesian forces, eV/Å:
C 0.1 -0.6 0.0
N -0.1 0.1 0.0
C -0.1 0.7 0.0
C 0.2 -0.2 0.0
C -0.2 -0.4 0.0
C 0.7 0.3 0.0
C -0.5 0.0 0.0
N -0.4 0.0 0.0
C 0.1 0.1 0.0
O -0.2 0.0 0.0
H -0.1 0.0 0.0
H 0.1 0.0 0.0
C 0.2 0.0 0.0
C -0.1 0.0 -0.2
C 0.1 0.0 -0.1
C -0.3 0.0 0.0
C 0.1 0.0 0.0
C -0.1 0.0 0.2
H 0.0 0.0 -0.1
H 0.1 0.0 -0.1
Cl 0.2 0.0 0.0
H 0.1 0.0 0.1
H 0.0 0.0 0.1
H 0.0 0.0 -0.1
H 0.1 0.0 0.1
H -0.1 0.0 0.0


| no. | F_max (eV/Å) |
| --- | --- |
| 1 | 1.85 |
| 2 | 3.54 |
| 3 | 0.90 |
| 4 | 1.41 |
| 5 | 2.72 |
| 6 | 0.77 |